A structure of composition C60H49GeN3O2P2Pb at a distorted geometry, computed with the ωB97M-V functional and the def2-TZVPD basis.

Each line ends with the Mulliken charge.
CARTESIAN COORDINATES (ANGSTROEM)
Pb (1.54048, 0.67682, 1.76836)  1.011
C (-3.22281, 5.56718, -5.39666)  -0.586
O (-4.21374, 5.88981, -4.40761)  -0.477
C (-3.92354, 5.72849, -3.08243)  0.520
C (-2.87937, 6.38982, -2.42278)  -0.348
C (-2.62279, 6.19154, -1.07861)  -0.243
C (-3.31606, 5.21272, -0.37700)  0.201
C (-4.34921, 4.48112, -1.04324)  -0.461
C (-4.77774, 4.94557, -2.28588)  -0.704
N (-3.06939, 5.01164, 0.95596)  -0.191
N (-1.96305, 5.51545, 1.44796)  -0.305
C (-1.43138, 4.83809, 2.47761)  0.000
C (-0.16060, 5.24151, 2.98976)  -0.595
C (0.94527, 4.44773, 3.35021)  -1.008
C (1.11630, 3.16036, 2.83980)  1.091
O (2.34610, 2.76883, 2.53177)  -0.818
C (-1.26145, 2.39894, 2.85432)  0.993
N (-1.64651, 1.21280, 3.49914)  -0.376
C (-2.87507, 1.16760, 3.85726)  -0.172
C (-3.78210, 2.19788, 3.84632)  -0.658
C (-3.42170, 3.44421, 3.37001)  -0.230
C (-2.09810, 3.58783, 2.91632)  0.813
H (-3.67608, 5.02238, -6.26170)  0.263
H (-2.41593, 4.92862, -5.01316)  0.195
H (-2.77911, 6.51266, -5.76698)  0.289
H (-2.20112, 6.99316, -3.03624)  0.352
H (-1.87809, 6.77484, -0.59230)  0.482
H (-4.82231, 3.60118, -0.56625)  0.410
H (-5.64196, 4.52970, -2.78866)  0.358
H (-0.09204, 6.33019, 3.00970)  0.398
H (1.58556, 4.89987, 4.07744)  0.516
H (-3.23635, 0.14697, 4.09913)  0.372
H (-4.85790, 2.02741, 3.93383)  0.321
H (-4.13943, 4.28513, 3.32747)  0.388
C (0.05084, 2.44949, 2.30171)  -1.140
Ge (1.65158, 1.58973, -1.26317)  0.384
C (1.89926, 3.49820, -1.59575)  0.294
C (1.58706, 4.04937, -2.86247)  -0.009
C (2.03031, 5.32690, -3.14772)  -0.707
C (2.65379, 6.12776, -2.18408)  -0.599
C (2.66789, 5.64317, -0.87078)  -0.522
C (2.46311, 4.29153, -0.59162)  -0.350
C (3.10254, 0.67653, -2.25507)  0.445
C (3.14860, 1.04205, -3.60190)  -0.213
C (4.24021, 0.72329, -4.37882)  -0.718
C (5.33680, 0.08458, -3.83589)  -0.641
C (5.30407, -0.26277, -2.50011)  -0.289
C (4.20815, 0.00971, -1.69120)  -0.730
C (0.22040, 1.05585, -2.48463)  0.310
C (0.30937, -0.20600, -3.08554)  -0.432
C (-0.46463, -0.43015, -4.17501)  -0.712
C (-1.53955, 0.41536, -4.48504)  -0.751
C (-1.75583, 1.54779, -3.73459)  -0.502
C (-0.85375, 1.88303, -2.71946)  0.015
H (1.07858, 3.42528, -3.58972)  0.364
H (1.88869, 5.74655, -4.14015)  0.383
H (3.07856, 7.09703, -2.48740)  0.371
H (2.92623, 6.33014, -0.04080)  0.386
H (2.74613, 3.85821, 0.40628)  0.245
H (2.30430, 1.54031, -4.10865)  0.074
H (4.21008, 0.89409, -5.46973)  0.357
H (6.19314, -0.25764, -4.43417)  0.342
H (6.15142, -0.78411, -2.05124)  0.413
H (4.23116, -0.30114, -0.66842)  0.428
H (0.98046, -1.03656, -2.72918)  0.133
H (-0.39300, -1.37442, -4.72750)  0.390
H (-2.11700, 0.22118, -5.37675)  0.412
H (-2.65324, 2.17957, -3.82557)  0.477
H (-0.99375, 2.74451, -2.00607)  0.463
C (0.08909, -4.12377, 1.89053)  -1.476
P (1.30410, -2.74627, 1.65908)  0.478
C (1.91809, -2.50860, 3.34280)  0.569
C (1.25214, -2.70704, 4.55363)  -0.418
C (1.91391, -2.47639, 5.76610)  -0.467
C (3.30487, -2.30530, 5.78730)  -0.656
C (3.93858, -2.00450, 4.56767)  -0.697
C (3.24838, -2.10708, 3.36131)  -0.563
C (2.64296, -3.70379, 0.81418)  0.455
C (3.13031, -4.81511, 1.47956)  -0.390
C (4.14509, -5.58302, 0.91895)  -0.637
C (4.66094, -5.26744, -0.32535)  -0.721
C (4.29452, -4.07062, -0.90307)  -0.486
C (3.23291, -3.28954, -0.38649)  -0.480
P (-0.76493, -4.57001, 0.25227)  -0.024
C (-1.20027, -6.28818, 0.56289)  0.566
C (-2.55602, -6.68825, 0.61670)  -0.503
C (-2.83813, -7.95106, 1.07676)  -0.509
C (-1.84373, -8.83459, 1.38832)  -0.597
C (-0.48021, -8.44488, 1.29219)  -0.363
C (-0.15203, -7.17963, 0.89372)  -0.614
C (-2.35118, -3.74574, 0.43464)  0.902
C (-2.91719, -3.01708, -0.59702)  -0.564
C (-4.19872, -2.55039, -0.49519)  -0.647
C (-4.88095, -2.63672, 0.75828)  -0.480
C (-4.31006, -3.33121, 1.79981)  -1.051
C (-3.02217, -3.88057, 1.64509)  -0.235
H (-0.76346, -3.72609, 2.50524)  0.352
H (0.41876, -5.02280, 2.41441)  0.806
H (0.16767, -2.98654, 4.47569)  0.189
H (1.41792, -2.66958, 6.72729)  0.391
H (3.85275, -2.30304, 6.71900)  0.390
H (5.01055, -1.80716, 4.54967)  0.425
H (3.73632, -1.97653, 2.42894)  0.574
H (2.73189, -5.08063, 2.49708)  0.221
H (4.50015, -6.46148, 1.45946)  0.392
H (5.36173, -5.89726, -0.76887)  0.498
H (4.85799, -3.64445, -1.71215)  0.470
H (2.86230, -2.43716, -0.93041)  0.626
H (-3.35594, -6.00745, 0.32794)  0.479
H (-3.88053, -8.15486, 1.24773)  0.398
H (-2.05428, -9.82308, 1.79927)  0.336
H (0.30998, -9.14849, 1.59239)  0.360
H (0.87920, -6.81162, 0.71257)  0.345
H (-2.31045, -2.87305, -1.51487)  0.319
H (-4.72873, -2.15499, -1.32193)  0.519
H (-5.85475, -2.15382, 0.84472)  0.395
H (-4.78177, -3.41639, 2.76286)  0.453
H (-2.60841, -4.54321, 2.40668)  0.495

- Calculated total energy: -5582.68878 hartree
- HOMO (alpha / beta): -6.7970 / -6.8648 eV
- Orbital gap (alpha / beta): 4.67 / 5.11 eV
- Relative energy (zero: lowest compared OMol25 entry of this formula, charge and spin): 0.000 eV
- LUMO (alpha / beta): -0.0781 / -0.0644 Ha
- Total charge: 0